A 6-piece molecular cluster, H13NO5 overall, computed with wB97M-V/def2-TZVPD.

Atoms and positions in Å:
N 0.935 -1.405 0.981
H 1.154 -1.982 0.242
H 1.651 -1.351 1.669
H 0.674 -0.369 0.779
H 0.259 -0.527 -1.968
H 1.619 -0.573 -1.337
O 1.013 -1.149 -1.861
H -2.391 -0.614 -0.755
H -1.778 -0.322 0.503
O -2.045 0.074 -0.328
H -0.690 -1.436 1.668
H -1.070 -0.141 2.733
O -1.352 -0.709 2.045
H 1.081 1.494 -0.562
H 1.725 1.820 0.749
O 1.820 1.217 -0.028
H -1.311 1.325 -1.319
H -0.733 2.785 -1.525
O -0.561 1.864 -1.686

Output
Orbital gap (spin up / spin down) (hartree): 0.115 / 0.368
Net charge: -1
Spin multiplicity: 2
Largest force on an atom (eV Å⁻¹): 5.819
Energy relative to the best compared isomer or geometry (same formula, charge and spin) (kJ/mol): 79.3

Results of the Löwdin charge analysis, in e, for atoms 1 through 8: N -0.04; H -0.03; H 0.00; H 0.04; H 0.01; H 0.00; O -0.14; H -0.04